{"formula": "C36H54BrCsN4O6Te", "method": "the ωB97M-V functional and the def2-TZVPD basis", "symbols": ["Cs", "C", "C", "C", "C", "C", "C", "N", "C", "C", "N", "C", "C", "O", "O", "C", "C", "C", "C", "C", "C", "N", "C", "C", "N", "C", "C", "O", "O", "H", "H", "H", "H", "H", "H", "H", "H", "H", "H", "H", "H", "H", "H", "H", "H", "H", "H", "H", "H", "H", "H", "H", "H", "H", "H", "H", "H", "H", "H", "H", "H", "H", "H", "H", "H", "H", "H", "H", "C", "C", "O", "O", "H", "H", "H", "Br", "C", "C", "C", "C", "C", "C", "H", "H", "H", "H", "C", "Te", "C", "C", "C", "C", "C", "C", "C", "H", "H", "H", "H", "H", "H", "H", "H"], "positions_angstrom": [[-2.55, 2.25, 2.43], [5.19, 2.67, 2.27], [3.70, 2.26, 2.13], [2.95, 1.30, 3.25], [3.30, -0.30, 3.44], [3.05, -0.59, 4.96], [4.82, -0.41, 3.13], [2.26, -1.10, 2.74], [2.46, -2.57, 2.46], [1.23, -3.30, 1.83], [0.45, -2.49, 0.86], [-0.85, -1.97, 1.33], [-0.96, -1.04, 2.51], [-2.00, -0.35, 2.60], [-0.06, -1.12, 3.47], [0.42, -2.81, -0.55], [-0.22, -4.15, -0.78], [1.79, -2.83, -1.28], [2.30, -1.48, -1.87], [3.36, -1.72, -2.99], [1.11, -0.79, -2.66], [2.81, -0.66, -0.82], [3.92, 0.25, -1.10], [4.27, 1.27, -0.02], [3.30, 1.76, 0.84], [2.10, 2.43, 0.25], [0.79, 1.75, 0.63], [0.40, 0.69, 0.03], [0.25, 2.36, 1.59], [5.38, 3.28, 3.17], [5.39, 3.38, 1.42], [5.92, 1.90, 2.26], [3.08, 3.22, 2.27], [1.90, 1.34, 2.89], [3.16, 1.78, 4.20], [3.51, 0.18, 5.58], [3.52, -1.49, 5.35], [1.98, -0.70, 5.15], [5.38, 0.44, 3.62], [4.97, -0.49, 2.05], [5.26, -1.31, 3.52], [1.09, -1.09, 3.19], [2.09, -0.65, 1.84], [2.67, -3.10, 3.39], [3.30, -2.72, 1.83], [0.55, -3.60, 2.60], [1.63, -4.22, 1.34], [-1.63, -2.77, 1.44], [-1.25, -1.37, 0.47], [-0.26, -2.01, -0.99], [0.45, -4.93, -0.46], [-0.44, -4.46, -1.80], [-1.17, -4.11, -0.18], [1.61, -3.43, -2.14], [2.57, -3.34, -0.69], [3.04, -2.61, -3.57], [4.39, -1.87, -2.59], [3.36, -0.80, -3.66], [0.47, -1.51, -3.27], [1.62, -0.24, -3.43], [0.44, -0.23, -2.00], [1.98, -0.15, -0.45], [3.80, 0.71, -2.07], [4.83, -0.33, -1.16], [4.71, 2.04, -0.71], [5.16, 0.98, 0.56], [2.06, 2.35, -0.88], [2.09, 3.48, 0.59], [-3.76, 3.47, -1.43], [-4.07, 1.97, -1.55], [-4.41, 1.35, -0.48], [-4.02, 1.40, -2.69], [-4.58, 4.09, -1.01], [-3.32, 3.96, -2.37], [-2.87, 3.56, -0.79], [-2.11, 9.32, 0.65], [-2.43, 7.61, 1.25], [-1.49, 6.91, 2.05], [-1.88, 5.70, 2.74], [-3.05, 5.12, 2.41], [-4.08, 5.80, 1.79], [-3.77, 7.08, 1.10], [-0.41, 7.20, 2.13], [-1.20, 5.32, 3.51], [-5.10, 5.49, 1.84], [-4.45, 7.66, 0.48], [-5.79, -2.83, -1.97], [-4.91, -0.68, -2.03], [-4.72, -1.15, -4.06], [-4.99, -2.56, -4.39], [-4.71, -3.17, -5.60], [-5.15, -4.48, -5.90], [-5.84, -5.16, -4.93], [-6.16, -4.59, -3.67], [-5.71, -3.32, -3.41], [-6.82, -2.56, -1.55], [-5.27, -3.44, -1.22], [-3.73, -0.81, -4.33], [-5.43, -0.34, -4.49], [-4.04, -2.61, -6.29], [-5.02, -4.88, -6.94], [-6.17, -6.16, -5.17], [-6.75, -5.17, -3.02]], "energy_ev": -134333.5684, "homo_ev": -0.87, "homo_lumo_gap_ev": 4.4, "molar_mass_g_mol": 979.259, "total_charge": -2, "lumo_ev": 3.55}

{"formula": "C36H55BrIrN10O3S", "method": "the ωB97M-V functional and the def2-TZVPD basis", "symbols": ["Ir", "Br", "C", "C", "C", "C", "C", "N", "C", "O", "O", "H", "H", "H", "C", "C", "N", "C", "C", "N", "C", "C", "H", "H", "H", "H", "H", "H", "H", "H", "H", "H", "H", "H", "C", "C", "N", "C", "N", "C", "C", "C", "N", "C", "H", "H", "H", "H", "H", "H", "H", "H", "H", "H", "H", "H", "H", "C", "C", "N", "C", "C", "N", "C", "C", "H", "H", "H", "H", "H", "H", "H", "H", "H", "H", "H", "H", "H", "C", "C", "C", "N", "C", "S", "N", "C", "O", "C", "C", "C", "C", "C", "C", "H", "H", "H", "H", "H", "H", "H", "H", "H", "H", "H", "H", "H", "H"], "positions_angstrom": [[-1.46, -0.80, -1.33], [1.81, 0.65, 0.32], [1.57, -1.07, -0.41], [2.60, -1.97, -0.18], [2.66, -3.15, -0.91], [1.71, -3.35, -1.90], [0.68, -2.45, -2.03], [0.54, -1.35, -1.23], [-0.33, -2.65, -3.14], [-0.11, -3.37, -4.06], [-1.44, -1.91, -3.00], [3.36, -1.72, 0.54], [3.46, -3.86, -0.74], [1.75, -4.19, -2.59], [7.69, 2.14, 1.45], [7.76, 3.15, 2.73], [7.98, 4.45, 2.20], [6.86, 4.93, 1.46], [6.65, 3.89, 0.21], [7.74, 2.96, 0.28], [9.00, 3.61, 0.14], [9.20, 4.55, 1.47], [6.75, 1.58, 1.50], [8.53, 1.46, 1.47], [8.59, 2.85, 3.38], [6.83, 3.11, 3.28], [7.06, 5.92, 1.07], [5.96, 4.94, 2.07], [6.71, 4.46, -0.71], [5.69, 3.38, 0.26], [9.02, 4.24, -0.74], [9.81, 2.89, 0.10], [9.40, 5.57, 1.16], [10.03, 4.17, 2.06], [1.43, 1.70, -5.09], [0.38, 0.63, -5.28], [-0.30, 0.42, -3.99], [-0.54, 1.39, -3.10], [-1.29, 1.11, -1.99], [-1.43, 2.20, -1.01], [-1.64, 3.52, -1.72], [-0.42, 3.80, -2.55], [-0.07, 2.62, -3.34], [0.75, 2.93, -4.53], [1.90, 1.94, -6.04], [2.20, 1.35, -4.40], [0.81, -0.32, -5.58], [-0.35, 0.93, -6.04], [-0.85, -0.42, -3.89], [-0.54, 2.25, -0.37], [-2.28, 1.98, -0.37], [-1.79, 4.31, -0.98], [-2.53, 3.48, -2.35], [0.44, 4.09, -1.93], [-0.60, 4.62, -3.25], [1.49, 3.67, -4.21], [0.12, 3.41, -5.28], [-5.60, -2.19, -2.31], [-4.12, -2.15, -1.86], [-3.63, -0.73, -1.71], [-4.44, 0.00, -0.70], [-5.94, -0.24, -0.92], [-6.13, -0.80, -2.29], [-5.40, 0.04, -3.30], [-3.89, -0.08, -3.04], [-6.21, -2.79, -1.64], [-5.71, -2.58, -3.32], [-3.50, -2.62, -2.61], [-4.01, -2.71, -0.93], [-4.20, 1.05, -0.81], [-4.15, -0.31, 0.30], [-6.51, 0.69, -0.83], [-6.36, -0.96, -0.22], [-7.12, -0.81, -2.52], [-5.77, 1.06, -3.20], [-5.67, -0.33, -4.29], [-3.44, 0.91, -3.01], [-3.40, -0.67, -3.80], [-0.56, -2.10, 5.87], [0.10, -1.18, 4.85], [-0.90, -0.39, 4.01], [-1.74, -1.32, 3.24], [-2.02, -1.29, 1.97], [-1.48, 0.00, 0.96], [-2.78, -2.27, 1.39], [-3.13, -3.62, 1.74], [-3.27, -4.35, 0.80], [-3.35, -3.98, 3.15], [-2.92, -5.23, 3.58], [-3.17, -5.62, 4.89], [-3.87, -4.78, 5.75], [-4.33, -3.54, 5.31], [-4.07, -3.13, 4.01], [0.18, -2.58, 6.50], [-1.13, -2.91, 5.40], [-1.24, -1.55, 6.52], [0.76, -1.74, 4.19], [0.72, -0.44, 5.37], [-0.40, 0.28, 3.31], [-1.56, 0.20, 4.65], [-2.17, -2.07, 3.79], [-2.79, -2.17, 0.39], [-2.40, -5.89, 2.90], [-2.83, -6.59, 5.23], [-4.07, -5.10, 6.76], [-4.90, -2.91, 5.97], [-4.45, -2.18, 3.65]], "energy_ev": -142951.6101, "spin_multiplicity": 2, "homo_ev": [-17.03, -17.44], "s2": 0.76, "homo_lumo_gap_ev": [6.5, 6.9], "molar_mass_g_mol": 980.091, "total_charge": 4, "lumo_ev": [-10.52, -10.52], "relative_energy_kj_mol": 25.6}

{"formula": "C36H55IN19OP2", "method": "the ωB97M-V functional and the def2-TZVPD basis", "symbols": ["N", "P", "N", "C", "N", "C", "C", "C", "C", "C", "C", "N", "C", "N", "P", "O", "I", "H", "H", "H", "H", "H", "H", "H", "H", "H", "H", "H", "H", "H", "C", "C", "N", "H", "H", "H", "C", "C", "N", "H", "H", "H", "C", "C", "N", "H", "H", "H", "C", "C", "N", "H", "H", "H", "C", "C", "N", "H", "H", "H", "C", "C", "N", "H", "H", "H", "C", "C", "N", "H", "H", "H", "C", "C", "N", "H", "H", "H", "C", "C", "N", "H", "H", "H", "C", "C", "N", "H", "H", "H", "C", "C", "N", "H", "H", "H", "C", "C", "N", "H", "H", "H", "C", "C", "N", "H", "H", "H", "C", "C", "N", "H", "H", "H"], "positions_angstrom": [[0.58, -0.08, -2.10], [-0.57, -0.16, -0.99], [-0.28, 0.89, 0.43], [-1.21, 1.80, 0.71], [-1.28, 2.78, 1.82], [-2.71, 3.25, 2.03], [-3.44, 2.10, 1.19], [-5.00, 2.14, 0.94], [-6.00, 2.87, 1.90], [-7.52, 2.78, 1.53], [-7.88, 1.96, 0.27], [-6.99, 1.31, -0.63], [-5.62, 1.41, -0.27], [-2.51, 2.08, 0.00], [1.14, 0.79, 1.53], [0.58, -0.22, 2.82], [2.99, -0.48, 0.55], [1.28, 0.59, -1.78], [-0.76, -1.51, -0.46], [-1.81, 0.20, -1.65], [-0.82, 2.50, 2.70], [-2.73, 4.33, 1.64], [-3.02, 3.24, 3.13], [-3.17, 1.12, 1.71], [-5.61, 3.41, 2.83], [-8.31, 3.26, 2.20], [-9.00, 1.87, 0.03], [-4.87, 0.86, -0.96], [-2.31, 3.06, -0.30], [0.10, 0.36, 3.47], [-6.24, 2.27, -4.05], [-4.87, 2.42, -3.47], [-3.79, 2.53, -3.00], [-6.42, 1.23, -4.33], [-6.99, 2.57, -3.32], [-6.34, 2.90, -4.94], [-0.32, 1.13, 6.92], [-0.05, 1.83, 5.62], [0.17, 2.38, 4.59], [-0.14, 1.82, 7.75], [-1.35, 0.79, 6.95], [0.34, 0.27, 7.02], [4.32, -0.90, 4.09], [4.06, -0.92, 5.57], [3.85, -0.94, 6.73], [3.78, -1.71, 3.61], [3.99, 0.05, 3.67], [5.39, -1.03, 3.90], [5.83, -3.32, -1.43], [5.57, -3.33, 0.05], [5.36, -3.35, 1.22], [5.29, -4.13, -1.91], [5.51, -2.37, -1.86], [6.90, -3.45, -1.61], [4.08, 2.52, 7.63], [2.77, 3.13, 8.05], [1.74, 3.61, 8.39], [4.00, 1.43, 7.63], [4.34, 2.86, 6.63], [4.86, 2.81, 8.33], [9.68, -2.48, 0.98], [9.47, -3.00, -0.41], [9.31, -3.42, -1.50], [10.68, -2.07, 1.08], [8.95, -1.69, 1.19], [9.54, -3.28, 1.71], [8.76, -7.26, -0.64], [9.51, -7.12, 0.65], [10.09, -7.00, 1.67], [8.76, -6.31, -1.17], [9.25, -8.01, -1.27], [7.73, -7.57, -0.45], [-8.41, 5.60, -1.80], [-8.63, 5.09, -3.20], [-8.80, 4.69, -4.29], [-7.40, 6.01, -1.72], [-9.13, 6.39, -1.58], [-8.53, 4.79, -1.09], [12.70, -0.60, -1.43], [12.43, -0.60, 0.05], [12.21, -0.60, 1.21], [12.16, -1.42, -1.90], [12.37, 0.35, -1.87], [13.77, -0.72, -1.60], [10.12, -0.76, -4.61], [10.55, 0.46, -3.84], [10.88, 1.41, -3.23], [9.98, -0.50, -5.66], [10.89, -1.53, -4.54], [9.19, -1.15, -4.21], [-8.66, -0.74, -6.32], [-7.91, -0.60, -5.04], [-7.31, -0.49, -4.02], [-8.69, 0.22, -6.84], [-8.18, -1.48, -6.96], [-9.69, -1.05, -6.12], [-12.28, -0.71, -3.94], [-12.33, -0.87, -5.43], [-12.38, -1.01, -6.62], [-11.29, -0.99, -3.57], [-12.47, 0.33, -3.67], [-13.03, -1.35, -3.47], [7.58, 1.92, 3.41], [7.40, 0.44, 3.29], [7.25, -0.73, 3.20], [6.83, 2.33, 4.09], [8.57, 2.14, 3.80], [7.47, 2.39, 2.43], [-12.71, -5.22, -4.21], [-13.31, -4.17, -3.33], [-13.79, -3.34, -2.64], [-11.62, -5.17, -4.16], [-13.04, -6.21, -3.89], [-13.02, -5.06, -5.25]], "energy_ev": -95245.4379, "homo_ev": -11.51, "homo_lumo_gap_ev": 7.8, "molar_mass_g_mol": 958.820, "total_charge": 1, "lumo_ev": -3.67, "relative_energy_kj_mol": 589.4}

{"formula": "C36H55MnN4OP2Se", "method": "the ωB97M-V functional and the def2-TZVPD basis", "symbols": ["C", "C", "C", "C", "C", "H", "H", "H", "N", "P", "P", "C", "H", "H", "C", "H", "C", "C", "C", "C", "C", "H", "H", "H", "C", "H", "H", "H", "C", "H", "H", "H", "C", "H", "H", "H", "C", "H", "H", "H", "C", "H", "H", "H", "C", "H", "H", "H", "C", "H", "H", "H", "C", "H", "H", "H", "C", "H", "H", "H", "C", "H", "H", "H", "C", "H", "H", "H", "Mn", "C", "O", "N", "C", "C", "C", "C", "C", "H", "C", "H", "C", "H", "H", "H", "C", "N", "C", "C", "N", "C", "C", "Se", "H", "H", "H", "H", "H", "H", "H", "H"], "positions_angstrom": [[-0.25, 3.06, -0.62], [1.26, 1.87, -1.95], [0.09, 4.25, -1.25], [1.78, 3.09, -2.45], [1.14, 4.26, -2.16], [-0.46, 5.15, -0.99], [2.57, 3.00, -3.19], [1.50, 5.19, -2.58], [0.24, 1.88, -1.01], [-1.20, 1.59, 1.52], [0.65, -0.87, -2.26], [-1.29, 3.12, 0.50], [-1.15, 4.02, 1.12], [-2.29, 3.21, 0.05], [1.62, 0.62, -2.51], [2.65, 0.49, -2.83], [1.81, -2.53, -2.16], [0.20, -0.67, -4.13], [0.08, 2.08, 2.84], [-2.97, 1.50, 2.25], [1.72, -3.16, -0.77], [0.68, -3.26, -0.43], [2.16, -4.18, -0.80], [2.26, -2.58, -0.01], [1.38, -3.63, -3.16], [0.32, -3.88, -3.04], [1.58, -3.40, -4.21], [1.95, -4.55, -2.93], [3.25, -2.08, -2.39], [3.94, -2.93, -2.20], [3.45, -1.72, -3.40], [3.54, -1.30, -1.67], [-0.91, -1.65, -4.46], [-1.74, -1.50, -3.75], [-1.30, -1.42, -5.46], [-0.60, -2.69, -4.43], [-0.28, 0.75, -4.43], [-1.18, 1.01, -3.87], [0.47, 1.51, -4.21], [-0.46, 0.87, -5.51], [1.50, -0.83, -4.93], [2.26, -0.12, -4.59], [1.98, -1.81, -4.89], [1.33, -0.56, -5.98], [-2.88, 0.62, 3.50], [-3.89, 0.42, 3.87], [-2.40, -0.35, 3.25], [-2.32, 1.09, 4.31], [-3.89, 0.80, 1.24], [-4.12, 1.41, 0.36], [-3.46, -0.16, 0.92], [-4.85, 0.56, 1.73], [-3.57, 2.87, 2.63], [-4.59, 2.69, 3.01], [-3.01, 3.36, 3.43], [-3.64, 3.56, 1.78], [1.32, 2.75, 2.19], [2.01, 3.10, 2.98], [1.88, 2.06, 1.55], [1.05, 3.64, 1.60], [0.50, 0.84, 3.65], [1.06, 0.12, 3.08], [1.14, 1.16, 4.49], [-0.37, 0.31, 4.06], [-0.52, 3.06, 3.86], [-0.89, 3.98, 3.40], [-1.33, 2.59, 4.44], [0.26, 3.34, 4.58], [-0.60, 0.07, -0.15], [-2.07, 0.33, -1.18], [-2.77, 0.67, -2.05], [1.25, -0.29, 0.92], [2.40, -0.30, 1.27], [3.79, -0.08, 1.08], [4.60, -0.51, 2.13], [4.39, 0.65, 0.01], [5.93, -0.11, 2.23], [4.09, -1.07, 2.91], [5.74, 1.03, 0.10], [3.86, 0.99, -0.88], [6.50, 0.67, 1.22], [6.48, -0.44, 3.12], [6.25, 1.64, -0.66], [7.55, 0.97, 1.34], [-2.67, -3.26, 3.75], [-3.33, -3.13, 2.46], [-4.60, -3.58, 2.16], [-4.77, -3.43, 0.83], [-3.60, -2.90, 0.32], [-3.31, -2.72, -1.09], [-2.73, -2.64, 1.34], [-1.03, -1.91, 1.26], [-1.67, -3.69, 3.62], [-3.28, -3.92, 4.37], [-2.57, -2.29, 4.26], [-5.24, -3.98, 2.92], [-5.60, -3.68, 0.19], [-3.67, -3.61, -1.64], [-3.82, -1.83, -1.49], [-2.23, -2.63, -1.24]], "energy_ev": -161450.9288, "spin_multiplicity": 4, "homo_ev": [-15.80, -16.50], "s2": 3.91, "homo_lumo_gap_ev": [5.9, 6.4], "molar_mass_g_mol": 755.709, "total_charge": 3, "lumo_ev": [-9.91, -10.13], "relative_energy_kj_mol": 0.0}